# 1
Density functional theory data (ωB97M-V/def2-TZVPD) for C7H8NO3 as an isolated structure at a distorted geometry.

Calculated values
Max |F|: 5.580 eV/A
HOMO energy: -0.1408 hartree
Net charge: -1
Kohn-Sham gap: 7.35 eV
LUMO energy: 3.5 eV
Energy above the lowest of the compared OMol25 structures with the same formula, charge and spin: 102.72 kJ/mol
2S+1: 1

Structure (XYZ):
```
19
C7H8NO3 ωB97M-V/def2-TZVPD
O 5.66063 1.05199 0.05988
O 2.80300 -2.45464 0.52877
O 3.55332 1.51618 -0.20949
N 4.26693 -0.68760 0.13938
C 3.13929 -1.32200 0.30483
C -0.10413 -1.13283 1.04467
C 2.24525 1.18026 -0.32913
C 0.37171 -0.67658 -0.36001
C 4.51401 0.60412 0.06802
C -0.69054 0.36161 -0.80305
C 1.66772 -0.02268 -0.21579
H -0.96356 -1.72944 0.98037
H -1.60504 0.10168 -0.42217
H -0.69529 0.66896 -1.83209
H 1.73644 1.92134 -0.89172
H -0.35994 1.27001 -0.21416
H -0.39958 -0.16832 1.52205
H 0.66755 -1.81802 1.35842
H 0.50144 -1.50587 -1.18040
```


# 2
Density functional theory data (ωB97M-V/def2-TZVPD) for an isolated ion of composition C7H8NO4P and charge -2 at a distorted geometry.

Calculated values
Structure (SMILES): O=[P@]([O-])(Nc1ccccc1)OC[O-]
Max |F|: 2.147 eV/A
HOMO energy: -0.0043 hartree
Net charge: -2
Kohn-Sham gap: 5.84 eV
LUMO energy: 5.7 eV
Energy above the lowest of the compared OMol25 structures with the same formula, charge and spin: 0.00 kJ/mol
2S+1: 1

Structure (XYZ):
```
21
C7H8NO4P ωB97M-V/def2-TZVPD
P 2.02101 0.33048 0.75314
O 2.20666 1.71603 1.53918
O 2.74580 0.44548 -0.54681
O 2.24142 -0.88266 1.60315
O 0.37380 2.76479 2.56319
N 0.27245 0.45014 0.47250
C -1.94417 -1.65947 -2.32743
C 1.41134 2.04270 2.75892
C -0.45556 -0.21800 -0.41585
C -0.60304 -1.95488 -2.09817
C -2.53787 -0.64731 -1.58691
C -1.81926 0.06290 -0.64951
C 0.12727 -1.26140 -1.16463
H 2.22444 2.53688 3.40167
H 1.22071 1.03797 3.24710
H -2.51370 -2.20928 -3.07050
H 1.16640 -1.47211 -0.97484
H -2.29267 0.85289 -0.07965
H -0.12910 1.22173 0.99853
H -3.58655 -0.40946 -1.75229
H -0.12941 -2.74743 -2.67081
```